(1)
Formula: C2H11N5O3S
Source: the Open Molecules 2025 dataset
Level of theory: ωB97M-V/def2-TZVPD

Results
highest occupied orbital energy	-17.37	eV
gap between HOMO and LUMO	9.5354	eV
lowest unoccupied orbital energy	-7.84	eV
energy relative to the best compared isomer or geometry (same formula, charge and spin)	0.0	kJ/mol

```
! wB97M-V def2-TZVPD RIJCOSX def2/J DEFGRID3
* xyz 2 1
C -1.18257 0.60083 1.00342
C -3.29235 0.32064 -0.01247
N 2.44455 1.51514 -0.36648
N -2.41447 0.44372 1.11652
N 1.19311 -0.47599 -0.85485
N -3.02767 0.50846 2.37427
N 1.19596 -1.55040 -1.76465
O -0.05612 0.68392 1.01462
O 3.12731 -0.45826 0.98049
O 3.54876 -0.67654 -1.49341
S 2.66107 -0.06548 -0.53840
H -2.71281 -0.12062 -0.91488
H -4.12039 -0.36190 0.24308
H -3.77581 1.22651 -0.44400
H 3.12623 1.92176 0.22844
H 2.34285 2.12725 -1.20908
H 4.00017 -0.72896 1.15725
H -2.62508 -0.05537 3.01196
H -4.05478 0.66261 2.47645
H 2.27269 -1.85264 -2.05669
H 0.69663 -2.29712 -1.27021
H 0.65274 -1.36755 -2.68139
*
```

---

(2)
Formula: C2F3I
Source: the Open Molecules 2025 dataset
Level of theory: ωB97M-V/def2-TZVPD

Results
highest occupied orbital energy	-9.43	eV
gap between HOMO and LUMO	8.1208	eV
lowest unoccupied orbital energy	-1.31	eV
energy relative to the best compared isomer or geometry (same formula, charge and spin)	352.8	kJ/mol

```
! wB97M-V def2-TZVPD RIJCOSX def2/J DEFGRID3
* xyz 0 1
C -0.88697 -0.54687 0.37609
C 1.31276 0.61601 -0.29944
F -0.77586 -1.82798 0.08231
F -1.64539 -0.00412 -0.52643
F 1.26034 1.86143 0.19419
I 3.13612 -0.32157 0.09008
*
```

---

(3)
Formula: C31H23GeN3O2Pd
Source: the Open Molecules 2025 dataset
Level of theory: ωB97M-V/def2-TZVPD

Results
highest occupied orbital energy (alpha / beta)	0.29 / -0.31	eV
gap between HOMO and LUMO (alpha / beta)	4.4505 / 5.0503	eV
<S²>	2.0190
lowest unoccupied orbital energy (alpha / beta)	4.74 / 4.74	eV

```
! wB97M-V def2-TZVPD RIJCOSX def2/J DEFGRID3
* xyz -2 3
Pd 0.62255 -0.95879 0.98923
O -0.42542 -3.05258 4.81329
C -0.18474 -2.74712 3.64645
N 0.97353 -2.40419 3.04641
C 2.14908 -2.51014 3.71354
O 2.39453 -2.91029 4.84716
C 3.33443 -2.08166 2.84888
C 4.33835 -1.31428 3.43191
C 5.37509 -0.85710 2.64095
C 5.38979 -1.20243 1.29797
C 4.36536 -2.00180 0.81925
N 3.36179 -2.44281 1.56982
C -1.37377 -2.76177 2.67951
C -2.64530 -3.03991 3.17392
C -3.71350 -3.07613 2.29706
C -3.48773 -2.83559 0.94917
C -2.19396 -2.55574 0.54437
N -1.16207 -2.52519 1.38595
H 4.26386 -1.08280 4.48611
H 6.15333 -0.22711 3.05767
H 6.16008 -0.84168 0.62845
H 4.33116 -2.28423 -0.22781
H -2.74779 -3.21680 4.23536
H -4.71546 -3.28027 2.65895
H -4.29418 -2.82330 0.22779
H -1.96775 -2.32189 -0.48952
C 1.86587 0.40698 0.50418
Ge 0.04288 0.74685 -0.62871
C -2.00628 0.68822 -0.78870
C -2.70926 0.78237 0.41789
C -4.09615 0.78752 0.46535
C -4.83508 0.66868 -0.70820
C -4.16397 0.55965 -1.91804
C -2.77031 0.58155 -1.95128
C 0.56048 0.37735 -2.52173
C 1.55056 1.14479 -3.14200
C 1.98796 0.86457 -4.43117
C 1.44056 -0.19900 -5.13963
C 0.46150 -0.98022 -4.53955
C 0.03591 -0.69215 -3.24708
C 0.12324 2.76225 -0.59887
C -0.62898 3.52819 -1.49073
C -0.56799 4.91777 -1.49139
C 0.24605 5.57596 -0.57822
C 0.99802 4.83099 0.32290
C 0.94136 3.44088 0.30389
H -2.14369 0.83155 1.34562
H -4.60321 0.86095 1.42192
H -5.91935 0.65521 -0.67697
H -4.72343 0.46536 -2.84395
H -2.27388 0.51383 -2.91638
H 1.99068 1.97156 -2.59535
H 2.76228 1.47531 -4.88414
H 1.77839 -0.41976 -6.14641
H 0.03179 -1.82057 -5.07536
H -0.71635 -1.32750 -2.78583
H -1.28198 3.02923 -2.20047
H -1.15857 5.48713 -2.20235
H 0.29369 6.66001 -0.56911
H 1.63729 5.33577 1.04009
H 1.54874 2.84433 0.97793
*
```

---

no.,maximum force (eV/Å),M (g/mol)
1,4.5,185.2
2,2.0,207.9
3,0.5,648.6